The following is a DFT calculation (wB97M-V/def2-TZVPD) of an isolated molecule of CH2FPS2 in a non-equilibrium geometry.

Structure (XYZ):
```
7
Properties=species:S:1:pos:R:3:forces:R:3:nbo_charge:R:1
F 0.117 -2.285 0.381 0.03 -0.24 0.53 -0.318
C 0.354 -1.877 -0.836 0.03 0.31 -1.35 0.174
S 0.153 -0.144 -0.751 -0.33 -0.19 0.94 0.263
P -0.276 0.389 1.338 0.77 0.54 -1.01 0.199
S 0.006 1.484 -1.841 0.23 -0.60 -0.53 -0.354
H -1.251 1.217 0.691 0.40 0.18 0.61 0.015
H 0.898 1.217 1.019 -1.13 0.01 0.81 0.019
```
Forces are in eV/Å.

Results
- LUMO level (Eh) = -0.0199
- E_HOMO (eV) = -8.835
- HOMO-LUMO gap (eV) = 8.3
- energy relative to the best compared isomer or geometry (same formula, charge and spin) (eV) = 4.1516
- total energy (a.u.) = -1276.71619
- M (g mol⁻¹) = 128.13
- structure (SMILES) = FC#S(P)=S